{"formula": "C5H6O", "method": "ωB97M-V/def2-TZVPD", "symbols": ["C", "C", "C", "O", "C", "C", "H", "H", "H", "H", "H", "H"], "xyz": [[-0.396713, 0.925428, -0.669238], [0.009461, -0.584882, -0.690615], [0.585836, -0.347909, 0.773760], [1.483866, 0.740093, 0.716998], [0.082505, 1.018267, 0.774560], [-1.037060, -1.465349, -0.201177], [-1.466483, 1.057985, -0.832928], [0.186943, 1.572616, -1.329504], [0.747886, -0.927656, -1.426696], [0.747687, -1.084809, 1.553486], [-0.304022, 1.594554, 1.607606], [-0.639905, -2.498338, -0.276252]], "forces_ev_per_a": [[-0.06, 0.08, -0.04], [-0.20, -0.15, -0.19], [-0.04, -0.28, 0.40], [0.21, 0.02, -0.09], [-0.24, 0.22, 0.11], [0.35, -0.04, -0.18], [0.13, -0.03, 0.09], [-0.11, -0.11, 0.06], [-0.10, 0.03, 0.18], [-0.09, 0.17, -0.08], [0.18, 0.01, -0.15], [-0.04, 0.08, -0.12]], "homo_lumo_gap_ev": 8.53, "total_energy_ha": -269.132240, "homo_ha": -0.3243}